33
Properties=species:S:1:pos:R:3:forces:R:3:mulliken_charge:R:1 method="wB97M-V/def2-TZVPD" multiplicity=2 e_lumo_ev="-4.57 / -5.57" relative_energy_ev=0.000 energy_ha=-2628.07226 largest_force_ev_per_a=6.5 homo_lumo_gap_ev="7.6 / 6.6" total_charge=+1 s_squared=0.7560
O 0.600848 -0.090030 -6.438622 -1.53 -0.06 4.17 -0.179
C 0.212085 -0.105823 -5.343873 0.34 0.10 -5.89 0.178
Cu 0.454119 -0.417776 -2.245101 -0.22 0.17 1.32 -0.017
O 2.673495 -0.060923 -4.192748 -4.28 -0.20 1.06 -0.288
C 1.582798 -0.130584 -3.781764 6.48 0.39 0.10 0.935
C -2.399874 0.601347 -2.767701 -1.51 0.36 1.75 -0.188
O -3.043360 0.493647 -1.743095 1.17 -0.07 -1.99 -0.362
C -0.393122 -2.059378 -2.777627 -0.75 -4.75 0.27 0.257
O -0.568375 -3.196364 -2.766808 0.37 3.54 -0.24 -0.141
C -0.925435 0.999957 -2.689771 0.74 3.17 -0.14 0.878
O -0.561571 2.139894 -2.848110 -0.77 -2.50 0.29 -0.365
H -2.788845 0.541297 -3.799681 -0.08 -0.26 0.15 0.333
C -1.794307 -1.235072 0.836044 -0.35 -0.08 -0.02 -1.032
N -0.750077 -0.537902 1.562040 0.54 0.12 -1.00 0.159
C -1.167582 0.206119 2.739384 -0.02 0.23 -0.15 -0.607
C -0.025463 0.268182 3.718026 -0.08 -0.28 0.70 -0.655
C 1.219196 0.831002 3.081591 0.07 0.43 0.10 -0.632
N 1.373278 0.398811 1.704136 -0.11 -0.26 -0.83 0.185
C 2.665282 0.691412 1.109301 0.37 0.14 0.02 -1.066
C 0.447226 -0.263735 0.962671 0.03 0.22 0.54 0.630
O 0.741649 -0.634889 -0.215689 -0.50 -0.01 -0.10 -0.827
H -2.608791 -0.551197 0.554897 0.22 -0.15 0.05 0.359
H -2.209213 -2.022929 1.479933 0.11 0.15 -0.22 0.352
H -1.386512 -1.685752 -0.068282 -0.04 0.01 0.20 0.180
H -1.484146 1.227558 2.459167 -0.01 -0.30 0.01 0.284
H -2.030987 -0.316937 3.156853 0.12 0.13 0.04 0.405
H 0.179848 -0.734371 4.108658 -0.10 0.10 -0.07 0.305
H -0.310371 0.902393 4.559544 0.06 -0.12 0.04 0.358
H 2.111465 0.511202 3.635626 -0.17 0.10 -0.08 0.335
H 1.195623 1.934981 3.111843 0.07 -0.31 -0.11 0.350
H 2.872552 1.773496 1.165804 -0.09 -0.36 -0.05 0.348
H 3.457098 0.161079 1.665561 -0.24 0.17 -0.25 0.335
H 2.661461 0.361294 0.067791 0.15 0.17 0.36 0.195

---

26
Properties=species:S:1:pos:R:3:forces:R:3:mulliken_charge:R:1 method="wB97M-V/def2-TZVPD" e_lumo_ev="-5.15 / -5.15" relative_energy_ev=3.946 energy_ha=-536.11870 largest_force_ev_per_a=5.5 homo_lumo_gap_ev="6.9 / 6.9" total_charge=+1
C 3.015706 -1.138885 0.149480 0.28 0.87 0.29 -0.647
C 1.995607 -1.964243 -0.390996 -0.83 0.08 -0.30 -0.672
C 2.776657 0.175906 0.364735 0.51 -0.68 0.02 -1.026
C 0.768315 -1.465221 -0.678888 0.36 -0.67 -0.06 -0.708
C 1.506007 0.774873 0.077758 -0.27 0.93 0.14 0.865
C 0.452065 -0.086375 -0.459508 -0.22 0.02 -0.23 1.537
C 1.340797 2.107899 0.363320 0.21 -1.01 -0.20 -0.073
C 0.155724 2.878606 0.175475 -0.11 0.37 0.08 -0.484
C -1.931022 -0.263052 -1.014589 -1.00 -0.74 0.21 -0.874
C -2.593981 -0.598919 0.354534 0.08 0.00 -0.53 -0.411
C -0.969808 2.429521 -0.313954 1.07 -4.50 -0.84 -0.430
N -0.709110 0.398200 -0.791488 0.36 5.28 1.37 -0.277
N -1.694760 -1.417623 1.129815 0.09 -0.03 0.19 -0.429
H 3.978814 -1.568706 0.373784 0.10 0.02 0.04 0.415
H 2.210346 -3.005642 -0.579045 -0.05 -0.08 -0.04 0.410
H 3.548025 0.814732 0.766519 0.08 0.05 0.03 0.371
H 0.013826 -2.107122 -1.101105 -0.03 -0.04 0.01 0.316
H 2.188124 2.639327 0.770748 0.07 0.00 0.02 0.403
H 0.194417 3.925978 0.471156 -0.14 -0.01 -0.08 0.380
H -1.769664 -1.193812 -1.568189 -0.06 0.13 -0.04 0.379
H -2.596648 0.375070 -1.597829 0.10 -0.07 -0.06 0.330
H -2.779385 0.338977 0.881691 -0.05 -0.05 -0.02 0.373
H -3.555992 -1.076617 0.135105 0.02 0.12 0.07 0.337
H -1.960456 2.663743 -0.612372 -0.48 0.11 -0.19 0.520
H -1.744811 -1.231401 2.120337 -0.06 -0.07 0.01 0.191
H -1.838798 -2.405213 0.973505 -0.03 -0.03 0.09 0.204

---

27
Properties=species:S:1:pos:R:3:forces:R:3:mulliken_charge:R:1 method="wB97M-V/def2-TZVPD" e_lumo_ev="-4.36 / -4.36" relative_energy_ev=3.102 energy_ha=-611.33144 largest_force_ev_per_a=5.6 homo_lumo_gap_ev="8.4 / 8.4" total_charge=+1
C -2.939809 1.970008 0.265211 -0.03 -0.25 0.31 -0.607
C -4.054945 1.091545 0.118296 -0.56 2.54 0.69 -0.286
C -1.609039 1.483638 0.257836 -4.75 -2.46 -1.80 -0.593
C -3.937405 -0.256797 -0.022226 1.69 0.67 -0.65 -0.947
C -1.507205 0.137502 -0.152391 -1.83 1.53 1.07 0.530
C -2.653730 -0.677961 -0.278496 1.97 0.35 0.70 0.437
C 0.861218 -0.026196 -0.477736 2.00 1.21 -0.85 -0.322
C -0.849825 -1.901638 -0.380547 -1.84 3.51 0.76 -0.001
C 3.185006 1.401972 -0.905617 -0.34 -0.78 0.67 -1.047
C 1.974015 -1.624946 0.976913 -1.60 2.09 1.54 -1.380
C 3.306103 0.021136 -0.238076 -0.37 1.27 -0.03 -0.322
N -0.360848 -0.652640 -0.191729 -2.15 -2.47 -0.25 0.321
N 1.952436 -0.461361 0.066265 -1.12 -2.41 1.06 0.238
O -2.179998 -1.975928 -0.424980 1.28 0.38 -0.07 -0.328
H -3.271328 3.005158 0.510222 1.05 -0.80 -0.20 0.344
H -5.045490 1.616673 0.267810 1.12 -1.12 -0.24 0.314
H -0.796216 1.961762 0.570044 3.13 2.36 0.92 0.590
H -4.717211 -0.905149 0.111851 -1.90 -1.54 -0.06 0.529
H -0.343476 -2.719669 -0.651757 2.02 -2.93 -0.74 0.544
H 2.553172 1.402046 -1.855347 1.28 -0.16 1.25 0.297
H 2.645660 1.964170 -0.141882 0.32 0.84 -0.42 0.290
H 4.242356 1.651331 -1.003908 -0.36 0.90 -0.44 0.392
H 2.523418 -1.555826 1.879083 1.43 0.85 0.44 0.399
H 2.249539 -2.439435 0.481445 1.67 -3.40 -2.25 0.531
H 1.047413 -1.909539 1.425805 -1.32 0.40 -0.25 0.439
H 3.854374 -0.045346 0.745593 -0.44 0.64 -1.10 0.322
H 3.871810 -0.554520 -0.951682 -0.34 -1.21 -0.08 0.315

---

28
Properties=species:S:1:pos:R:3:forces:R:3:mulliken_charge:R:1 method="wB97M-V/def2-TZVPD" e_lumo_ev=-3.48 relative_energy_ev=2.498 energy_ha=-686.57471 largest_force_ev_per_a=4.1 homo_lumo_gap_ev=7.4 total_charge=+1
C -2.938851 1.584178 0.534629 1.28 -2.43 -0.44 -0.717
C -1.858763 2.431531 0.576033 0.42 0.39 1.13 -0.655
C -2.688305 0.233705 0.319764 0.20 -1.30 0.07 -0.721
C -0.571143 1.972902 0.389295 2.40 0.97 0.27 0.027
C -1.346864 -0.297460 0.169645 -2.13 1.49 -0.83 0.369
C -0.292198 0.593372 0.119327 -0.11 1.83 0.79 0.350
C 1.865177 -0.510462 0.777510 -1.96 0.99 -1.88 0.548
C 3.323553 -0.267874 0.495304 -0.88 1.17 -0.05 -0.538
C 1.929556 1.120342 -0.876973 -1.93 0.61 -0.45 -0.859
C -1.211825 -1.725298 -0.094729 -0.89 -0.62 0.42 0.691
C -2.316876 -2.289395 -1.089968 1.10 -0.52 1.19 -1.157
N 1.094311 0.256016 -0.091890 2.07 -2.02 2.96 0.298
N 3.223539 0.456488 -0.802710 2.45 1.10 -2.67 -0.069
O 1.500392 -1.280370 1.751869 0.62 0.21 0.34 -0.542
O -0.280705 -2.291188 0.476794 -1.44 -1.37 -1.62 -0.696
H -3.901383 1.899095 0.768837 -1.53 0.61 0.20 0.478
H -2.054995 3.395237 1.038596 0.40 0.26 -0.66 0.351
H -3.512000 -0.547796 0.333733 1.04 1.50 0.13 0.340
H 0.323756 2.730741 0.573472 -1.97 -1.94 -0.72 0.247
H 3.831103 0.369488 1.261145 -0.67 -0.19 -0.55 0.263
H 3.912863 -1.116475 0.363177 0.71 -1.68 0.08 0.411
H 1.590010 1.181774 -1.913290 -0.05 -0.10 0.24 0.184
H -3.288123 -1.785846 -1.005761 0.82 0.28 -0.38 0.364
H -2.581243 -3.340941 -1.035452 0.60 -0.31 0.58 0.349
H -1.828385 -2.196287 -2.050143 -0.25 0.47 -0.56 0.345
H 3.786539 1.300654 -0.707688 0.62 -0.42 -0.27 0.436
H 3.553200 0.025065 -1.799088 -0.80 0.18 3.05 0.398
H 0.737668 -1.901204 1.518556 -0.11 0.87 -0.37 0.506

---

What did the third record say?
27
Properties=species:S:1:pos:R:3:forces:R:3:mulliken_charge:R:1 method="wB97M-V/def2-TZVPD" e_lumo_ev="-4.36 / -4.36" relative_energy_ev=3.102 energy_ha=-611.33144 largest_force_ev_per_a=5.6 homo_lumo_gap_ev="8.4 / 8.4" total_charge=+1
C -2.939809 1.970008 0.265211 -0.03 -0.25 0.31 -0.607
C -4.054945 1.091545 0.118296 -0.56 2.54 0.69 -0.286
C -1.609039 1.483638 0.257836 -4.75 -2.46 -1.80 -0.593
C -3.937405 -0.256797 -0.022226 1.69 0.67 -0.65 -0.947
C -1.507205 0.137502 -0.152391 -1.83 1.53 1.07 0.530
C -2.653730 -0.677961 -0.278496 1.97 0.35 0.70 0.437
C 0.861218 -0.026196 -0.477736 2.00 1.21 -0.85 -0.322
C -0.849825 -1.901638 -0.380547 -1.84 3.51 0.76 -0.001
C 3.185006 1.401972 -0.905617 -0.34 -0.78 0.67 -1.047
C 1.974015 -1.624946 0.976913 -1.60 2.09 1.54 -1.380
C 3.306103 0.021136 -0.238076 -0.37 1.27 -0.03 -0.322
N -0.360848 -0.652640 -0.191729 -2.15 -2.47 -0.25 0.321
N 1.952436 -0.461361 0.066265 -1.12 -2.41 1.06 0.238
O -2.179998 -1.975928 -0.424980 1.28 0.38 -0.07 -0.328
H -3.271328 3.005158 0.510222 1.05 -0.80 -0.20 0.344
H -5.045490 1.616673 0.267810 1.12 -1.12 -0.24 0.314
H -0.796216 1.961762 0.570044 3.13 2.36 0.92 0.590
H -4.717211 -0.905149 0.111851 -1.90 -1.54 -0.06 0.529
H -0.343476 -2.719669 -0.651757 2.02 -2.93 -0.74 0.544
H 2.553172 1.402046 -1.855347 1.28 -0.16 1.25 0.297
H 2.645660 1.964170 -0.141882 0.32 0.84 -0.42 0.290
H 4.242356 1.651331 -1.003908 -0.36 0.90 -0.44 0.392
H 2.523418 -1.555826 1.879083 1.43 0.85 0.44 0.399
H 2.249539 -2.439435 0.481445 1.67 -3.40 -2.25 0.531
H 1.047413 -1.909539 1.425805 -1.32 0.40 -0.25 0.439
H 3.854374 -0.045346 0.745593 -0.44 0.64 -1.10 0.322
H 3.871810 -0.554520 -0.951682 -0.34 -1.21 -0.08 0.315